(1)
ORCA calculation (ωB97M-V with the def2-TZVPD basis set) on C9H10N2S in the gas phase at a distorted geometry.

Output
Relative energy (zero: lowest compared OMol25 entry of this formula, charge and spin), kcal/mol: 72.9
HOMO energy, eV: -8.28
E, eV: -23307.6005
Maximum force, eV/A: 3.9

Structure (XYZ):
```
22
Properties=species:S:1:pos:R:3:forces:R:3:mulliken_charge:R:1
C -3.2376 0.1039 1.2896 1.567 0.592 -0.374 -0.431
C -3.3727 -0.7931 0.2060 2.808 1.987 1.864 -0.713
C -1.9377 0.7432 1.4758 -2.765 -1.526 -0.168 -0.536
C -2.2579 -1.1387 -0.5931 -0.925 -0.323 0.315 -0.239
C -0.9431 0.3710 0.6384 1.724 -0.403 -1.593 0.316
C -1.0109 -0.5765 -0.3989 -1.301 0.493 0.966 0.334
C 1.2255 0.7099 -0.0937 -3.536 -1.490 0.079 0.272
C 3.4166 -0.2011 0.1894 -0.181 -0.169 1.085 -1.220
C 2.5857 1.1170 0.1217 2.173 -0.722 -2.913 -0.135
N 0.3166 0.9708 0.7326 0.573 1.151 1.046 -0.506
N 0.2257 -0.1691 -2.7045 -0.590 1.224 0.365 -0.614
S 0.5137 -0.7438 -1.2851 0.510 0.507 -0.079 0.082
H -4.0881 0.3138 1.9655 0.670 -0.076 -0.542 0.346
H -4.2771 -1.2684 0.0878 -1.831 -1.052 -0.521 0.474
H -1.6478 1.4372 2.2332 -0.401 0.394 0.501 0.477
H -2.5355 -1.9292 -1.2570 0.677 -0.273 -0.887 0.344
H 3.3758 -0.7318 -0.7578 0.305 0.143 -0.132 0.346
H 3.1154 -0.9596 0.9659 -0.208 1.021 -0.566 0.318
H 4.4122 0.0933 0.4736 0.659 -0.175 -0.300 0.366
H 2.9869 1.6778 -0.8312 -0.687 -0.709 1.958 0.192
H 2.6418 1.6962 1.0239 0.098 0.403 0.196 0.309
H 0.4925 -0.7228 -3.4820 0.662 -0.998 -0.296 0.216
```
Positions in Å, forces in eV/Å.


(2)
ORCA calculation (ωB97M-V with the def2-TZVPD basis set) on C9H10N4O2 in the gas phase at a distorted geometry.

Output
Relative energy (zero: lowest compared OMol25 entry of this formula, charge and spin), kcal/mol: 74.4
HOMO energy, eV: -9.37
E, eV: -19546.7973
Maximum force, eV/A: 4.5
SMILES: OCCOc1nnnn1-c1ccccc1

Structure (XYZ):
```
25
Properties=species:S:1:pos:R:3:forces:R:3:mulliken_charge:R:1
C -2.4110 1.3106 2.6644 -0.767 1.932 2.893 -0.335
C -1.2898 2.0462 1.9368 -1.520 1.584 -0.724 -0.457
C -0.8659 0.9037 -0.0337 -0.459 -1.873 -2.557 0.609
C 0.9461 -0.7149 -0.8880 -0.417 -2.338 -1.616 0.595
C 1.1106 -1.9081 -1.7055 -0.131 1.287 -0.459 -0.313
C 2.3851 -2.5047 -1.8215 -1.931 -1.578 -0.447 -0.357
C 3.3671 -2.1198 -0.9587 1.386 -1.055 2.565 -0.363
C 3.1299 -1.0827 -0.0301 1.644 -0.825 -0.805 -0.532
C 1.9769 -0.3608 -0.0538 -0.678 1.922 0.870 -0.347
H -0.9850 -0.0435 2.6673 -2.862 0.577 2.823 0.398
H -3.3671 1.1341 1.9955 1.994 -0.258 1.418 0.252
H -2.6720 1.9819 3.6706 -0.081 -1.056 -3.122 0.279
H -0.5434 2.3664 2.6721 -0.614 0.762 -0.186 0.352
H -1.7429 2.7915 1.1647 1.151 -0.811 1.724 0.379
H 0.2901 -2.3336 -2.3248 0.549 0.756 0.634 0.373
H 2.5057 -3.4697 -2.4300 -0.243 1.745 0.828 0.277
H 4.1740 -2.8882 -0.6970 -0.642 1.637 -0.932 0.255
H 3.9254 -0.7914 0.6523 -0.207 -0.184 -0.006 0.352
H 1.8783 0.5303 0.6040 0.017 -0.774 -0.532 0.275
N -1.9281 1.3429 -0.6417 -0.440 1.045 0.305 -0.176
N -1.9342 0.8776 -1.8994 0.300 -0.753 -0.724 -0.723
N -0.9342 0.0728 -2.1185 -1.579 1.391 0.953 -0.389
N -0.2824 0.0387 -0.9620 2.419 -0.338 1.993 0.661
O -1.7582 0.2547 3.3729 2.209 -1.699 -3.597 -0.520
O -0.4924 1.1180 1.2167 0.902 -1.096 -1.301 -0.544
```
Positions in Å, forces in eV/Å.


(3)
ORCA calculation (ωB97M-V with the def2-TZVPD basis set) on 2 unconnected molecules or ions with the total composition C9H10N5O3S2 at a distorted geometry.

Output
HOMO energy, eV: -3.35
Total charge: -1
E, eV: -44755.6603
Maximum force, eV/A: 3.7

Structure (XYZ):
```
29
Properties=species:S:1:pos:R:3:forces:R:3:mulliken_charge:R:1
C -5.1357 0.6783 -0.5779 -0.071 -0.181 0.044 -1.467
C -4.0927 1.7726 -0.7748 -0.051 -0.744 0.585 0.444
C -4.3862 2.5159 -2.0499 0.030 0.319 -0.636 -1.168
O -2.8388 1.0341 -0.7875 -0.507 0.335 -0.151 -0.337
C -1.6603 1.7125 -0.6855 -0.645 0.390 0.001 0.145
S -0.2924 0.7837 -0.7768 0.602 -0.850 -0.048 -0.423
S -1.7101 3.3613 -0.5032 0.336 1.086 0.324 -0.473
H -6.1301 1.1128 -0.4487 0.019 0.036 -0.036 0.412
H -5.1608 0.0159 -1.4528 0.027 0.100 0.164 0.330
H -4.9126 0.0696 0.3020 0.044 0.086 -0.067 0.339
H -4.1246 2.4668 0.0841 0.305 -0.283 -0.367 0.328
H -5.3596 3.0061 -1.9422 0.016 -0.011 -0.015 0.349
H -3.6446 3.2880 -2.2780 -0.148 -0.281 0.130 0.316
H -4.4602 1.8198 -2.8963 0.074 0.066 0.145 0.303
O 1.0347 -2.0009 -0.9376 2.482 -1.584 0.252 -0.509
N 2.1092 -2.6358 -0.8059 -3.040 -0.358 -2.087 0.915
C 3.0057 -2.1420 0.1917 0.618 1.255 1.246 -0.154
C 2.6705 -0.9277 0.7589 0.545 -0.335 -0.047 0.279
N 3.5452 -0.4265 1.6827 0.652 -0.045 0.544 0.642
N 3.4472 0.7713 2.3337 0.974 -0.167 0.685 -0.612
N 4.4830 0.8448 3.1365 -0.730 -1.601 -1.490 -0.400
N 5.2771 -0.2700 3.0472 -1.067 -0.149 -0.890 -0.519
C 4.6905 -1.0710 2.1297 -0.421 1.250 0.466 0.710
C 5.0028 -2.3391 1.5707 -0.181 0.099 -0.180 -0.656
C 4.1788 -2.8478 0.5939 0.233 0.004 0.214 -0.332
O 2.3921 -3.6391 -1.4939 0.211 1.505 1.468 -0.606
H 1.7923 -0.3355 0.5198 -0.069 0.036 -0.074 0.267
H 5.8990 -2.8205 1.9532 -0.251 -0.136 -0.319 0.412
H 4.3804 -3.7979 0.1070 0.010 0.157 0.138 0.464
```
Positions in Å, forces in eV/Å.


(4)
ORCA calculation (ωB97M-V with the def2-TZVPD basis set) on a gas-phase ion, C9H10NO2 (charge +1) at a distorted geometry.

Output
Relative energy (zero: lowest compared OMol25 entry of this formula, charge and spin), kcal/mol: 26.4
HOMO energy, eV: -11.88
Total charge: +1
E, eV: -15071.4281
Maximum force, eV/A: 4.2
SMILES: [NH2+]=C/C=c1/ccccc1=C(O)O

Structure (XYZ):
```
22
Properties=species:S:1:pos:R:3:forces:R:3:mulliken_charge:R:1
C 2.7488 0.0492 0.5007 3.001 -2.165 -0.544 -0.523
C 2.5636 0.0455 -0.8960 -0.850 0.809 0.050 -0.667
C 1.7038 -0.0175 1.3310 -0.155 1.139 0.227 -0.652
C 1.3311 0.2593 -1.4116 -0.019 -0.554 3.235 -1.110
C 0.3909 0.0175 0.8973 -1.976 0.131 -1.313 1.440
C 0.2096 0.3477 -0.4964 1.953 -1.773 -0.235 1.048
C -0.7026 -0.2586 1.7845 -0.184 -0.591 -1.195 -0.961
C -1.9256 -0.8128 1.4331 0.102 1.194 -0.105 -0.404
C -0.9625 0.7521 -1.0629 -2.013 3.609 -0.702 0.423
N -2.1859 -1.2053 0.1650 0.033 -1.092 1.501 -0.341
O -1.9553 1.0942 -0.2621 -1.120 1.888 -2.136 -0.348
O -1.0363 1.1003 -2.3659 -0.349 -0.707 2.061 -0.463
H 3.7670 -0.2849 0.9348 -1.547 1.351 -0.806 0.312
H 3.3146 0.0128 -1.6190 1.607 -0.352 -0.526 0.455
H 1.9311 0.1125 2.3355 0.014 -0.645 2.000 0.396
H 1.2610 0.1894 -2.4429 -0.292 0.155 -1.938 0.375
H -0.4184 -0.1593 2.7866 -0.220 0.181 1.520 0.429
H -2.8041 -0.7029 2.0949 0.745 -0.648 -0.124 0.384
H -1.3754 -1.5189 -0.3244 0.292 -0.214 -0.602 0.278
H -3.0235 -1.6701 -0.0904 -0.710 -0.380 0.181 0.214
H -2.6968 1.7216 -0.6078 2.029 -1.591 0.090 0.413
H -0.1352 0.9280 -2.6839 -0.341 0.253 -0.639 0.302
```
Positions in Å, forces in eV/Å.


(5)
ORCA calculation (ωB97M-V with the def2-TZVPD basis set) on a gas-phase ion, C9H10NO2S (charge +1) at a distorted geometry.

Output
Relative energy (zero: lowest compared OMol25 entry of this formula, charge and spin), kcal/mol: 55.1
HOMO energy, eV: -12.01
Total charge: +1
E, eV: -25903.5969
Maximum force, eV/A: 4.9
SMILES: c1csc([C@H]2O[C@@]23C[NH2+][C@@H]2O[C@@H]23)c1

Structure (XYZ):
```
23
Properties=species:S:1:pos:R:3:forces:R:3:mulliken_charge:R:1
C 1.6039 -3.2313 0.6800 1.582 -2.283 0.519 -0.491
C 0.7428 -2.1446 0.7781 0.100 -0.663 -4.871 -0.553
C 1.8176 -3.6615 -0.5875 -0.135 0.789 -0.389 -0.291
C 0.2898 -1.7576 -0.5140 0.692 -0.521 1.048 -0.081
C -0.5956 0.7495 -0.6998 -2.145 1.208 0.177 0.278
C 0.4030 1.2845 0.2392 2.714 0.039 -0.383 -0.711
C -0.7506 -0.8114 -0.9296 0.647 2.973 0.500 -0.112
C -1.2634 2.3607 -1.0396 0.211 -4.578 -0.813 -0.472
C -1.2029 3.0876 0.1457 0.731 2.232 2.667 0.033
N -0.4213 2.1557 1.0966 -0.996 -0.093 1.640 -0.120
O -1.5536 -0.1075 -0.0048 1.000 0.713 0.549 -0.468
O -2.4301 2.6060 -0.2864 0.171 -0.288 0.342 -0.356
S 1.0884 -2.6856 -1.7867 -0.817 0.155 1.561 -0.120
H 2.0892 -3.8712 1.4872 -1.013 1.393 -0.748 0.302
H 0.4392 -1.9542 1.7100 -1.706 1.739 3.139 0.637
H 2.3486 -4.5294 -0.8450 0.794 -0.764 -0.484 0.479
H 0.9367 0.4619 0.7707 -0.312 0.939 0.036 0.411
H 1.1228 2.0048 -0.2732 -0.604 -1.279 0.517 0.323
H -1.3383 -0.9619 -1.7757 -0.438 -0.924 -1.606 0.650
H -1.1134 2.7234 -1.9821 -0.164 1.005 -2.392 0.510
H -1.1482 4.1955 0.4484 0.222 -1.862 -0.837 0.408
H -1.1201 1.5013 1.4601 -0.305 0.063 0.509 0.365
H 0.0558 2.5853 1.9084 -0.229 0.008 -0.681 0.381
```
Positions in Å, forces in eV/Å.


(6)
ORCA calculation (ωB97M-V with the def2-TZVPD basis set) on a gas-phase ion, C9H10O2P (charge -1) at a distorted geometry.

Output
Relative energy (zero: lowest compared OMol25 entry of this formula, charge and spin), kcal/mol: 19.6
HOMO energy, eV: -2.71
Total charge: -1
E, eV: -22878.3934
Maximum force, eV/A: 4.3
SMILES: C=C([O-])OP(C)c1ccccc1

Structure (XYZ):
```
22
Properties=species:S:1:pos:R:3:forces:R:3:mulliken_charge:R:1
C 1.0695 -2.3622 -2.0069 0.062 0.264 -0.838 -0.291
C 1.1397 -0.9761 -2.0269 1.727 -0.166 0.530 -0.484
C 0.5274 -3.0248 -0.9477 0.011 3.496 2.028 -0.552
C 0.7774 -0.2332 -0.8984 0.992 1.837 -1.750 -0.037
C 0.1967 -2.2820 0.2195 0.441 0.613 -4.241 -0.702
C 0.2391 -0.8996 0.1473 -0.230 -0.499 1.895 0.495
C 0.5519 2.4696 2.4061 -0.754 -0.249 0.266 0.655
C -2.0548 0.4648 0.7823 -1.036 0.419 -3.012 -0.916
C 1.6235 3.3037 2.1190 -0.286 -0.336 0.947 -1.142
O 0.3941 1.4332 1.3780 0.109 -1.113 -1.034 -0.146
O -0.3610 2.3998 3.2425 0.552 0.459 0.457 -0.725
P -0.4300 -0.0025 1.5754 -0.123 2.094 1.068 -0.230
H 1.4891 -2.9124 -2.8510 -0.366 0.060 0.063 0.329
H 1.7988 -0.6650 -2.8266 -0.436 1.053 -0.161 0.267
H 0.2496 -3.9781 -1.0637 -0.497 -3.805 0.060 0.468
H 0.9437 0.8823 -0.7258 -0.319 -1.558 -0.771 0.299
H -0.3054 -2.7024 0.9913 -1.161 -1.513 2.495 0.436
H -2.5807 1.3969 1.2610 1.033 -2.038 -0.717 0.297
H -2.7436 -0.4690 0.6556 0.956 1.648 0.681 0.336
H -1.8322 0.7252 -0.4125 -0.486 -0.291 3.040 0.213
H 2.1767 3.8977 2.8631 -0.863 -0.196 -0.292 0.208
H 2.1579 3.0207 1.2519 0.677 -0.177 -0.714 0.223
```
Positions in Å, forces in eV/Å.


Question: Which formula does entry 5 have?
Answer: C9H10NO2S


Question: The highest maximum force belongs to which entry?
Answer: C9H10NO2S